Density functional theory data (ωB97M-V/def2-TZVPD) for a molecular structure, C32H47Cl3N3NiO3SSi at a distorted geometry.

As for the total charge: -1. The multiplicity is 3. As for the energy above the lowest of the compared OMol25 structures with the same formula, charge and spin: 1.929 eV. For the maximum force, the calculation gives 5.3 eV Å⁻¹.

Cartesian coordinates (Å):
C: 4.988 2.055 -3.069
C: 4.623 1.091 -1.980
H: 6.095 2.190 -3.186
H: 4.589 3.065 -2.833
H: 4.508 1.702 -4.010
C: 5.589 0.661 -1.151
C: 7.018 1.034 -1.294
H: 5.356 0.098 -0.273
H: 7.209 2.123 -1.215
H: 7.318 0.722 -2.309
H: 7.642 0.530 -0.530
Ni: -2.421 0.346 -0.739
Cl: -3.560 -0.450 -2.519
Cl: -2.875 2.358 -0.080
H: -8.016 -0.628 0.505
H: -7.221 0.485 -2.259
C: -7.805 0.424 0.274
C: -6.393 0.926 -1.697
N: -6.487 0.583 -0.301
H: -7.884 1.005 1.196
C: -5.425 0.443 0.511
O: -5.519 0.226 1.732
H: -5.434 0.511 -2.051
H: -4.414 0.469 0.019
H: -8.520 0.768 -0.470
H: -6.408 2.011 -1.873
H: 1.768 2.956 0.724
H: 4.305 2.583 1.634
C: 1.609 2.949 1.809
C: 3.863 2.367 2.615
N: 2.476 1.953 2.429
H: 0.562 2.734 2.030
C: 1.943 0.802 2.911
O: 0.738 0.512 2.870
H: 4.466 1.598 3.112
H: 2.683 0.106 3.373
H: 1.875 3.949 2.167
H: 3.903 3.289 3.211
O: 2.269 1.763 -1.766
C: 3.159 0.652 -1.964
C: 3.275 -0.379 0.308
C: 2.978 -0.536 -1.041
H: 3.502 0.626 0.699
C: 3.431 -1.512 1.100
H: 2.955 0.220 -2.947
C: 2.599 -1.781 -1.557
H: 3.801 -1.393 2.115
C: 3.166 -2.767 0.569
C: 2.731 -2.902 -0.745
H: 2.198 -1.801 -2.574
H: 3.307 -3.616 1.224
H: 2.494 -3.900 -1.098
Si: 1.408 2.945 -2.584
Cl: -0.613 -0.923 -0.855
C: 0.616 3.992 -1.293
C: -0.343 2.157 -3.027
C: 1.994 3.072 -4.329
H: 1.237 4.685 -0.694
H: -0.010 3.353 -0.618
H: -0.131 4.612 -1.828
H: 2.885 3.706 -4.514
H: 1.125 3.448 -4.907
H: 2.224 2.060 -4.737
H: -0.342 1.084 -3.321
H: -0.750 2.709 -3.904
H: -1.201 2.212 -2.313
N: -2.132 -0.172 1.191
S: -2.541 -1.224 2.330
C: -3.675 -2.386 1.572
C: -3.563 -2.865 0.272
C: -4.609 -3.600 -0.300
C: -5.661 -4.019 0.512
C: -5.773 -3.550 1.826
C: -4.779 -2.736 2.362
C: -1.114 -2.259 2.617
C: -0.434 -2.126 3.835
C: 0.694 -2.903 4.095
C: 1.145 -3.799 3.109
C: 0.507 -3.893 1.868
C: -0.627 -3.114 1.631
H: -1.161 0.086 1.440
H: -2.671 -2.638 -0.308
H: -4.584 -3.869 -1.361
H: -6.411 -4.701 0.117
H: -6.631 -3.804 2.453
H: -4.833 -2.371 3.392
H: -0.820 -1.405 4.554
H: 1.224 -2.818 5.054
H: 2.000 -4.449 3.307
H: 0.867 -4.569 1.075
H: -1.125 -3.149 0.670

***

Density functional theory data (ωB97M-V/def2-TZVPD) for a molecular structure, C21H28N6ORuS at a distorted geometry.

As for the total charge: +3. The multiplicity is 2. As for the energy above the lowest of the compared OMol25 structures with the same formula, charge and spin: 3.282 eV. For the maximum force, the calculation gives 3.7 eV Å⁻¹.

Cartesian coordinates (Å):
Ru: 0.278 0.004 -0.265
C: -0.086 2.904 1.313
N: 1.064 2.258 0.665
C: 1.582 3.030 -0.471
C: 2.327 2.142 -1.436
C: 3.506 2.531 -2.055
C: 4.073 1.700 -3.011
C: 3.449 0.496 -3.309
C: 2.291 0.161 -2.628
N: 1.750 0.969 -1.715
C: 2.145 1.990 1.626
C: 1.988 0.705 2.403
C: 2.601 0.549 3.645
C: 2.558 -0.688 4.269
C: 1.883 -1.735 3.653
C: 1.260 -1.488 2.441
N: 1.337 -0.308 1.833
C: -1.029 1.920 1.959
C: -1.691 2.207 3.147
C: -2.623 1.303 3.633
C: -2.858 0.126 2.934
C: -2.141 -0.096 1.770
N: -1.273 0.791 1.291
H: -0.666 3.449 0.561
H: 0.250 3.642 2.051
H: 2.234 3.847 -0.137
H: 0.748 3.483 -1.021
H: 3.965 3.471 -1.791
H: 4.989 1.991 -3.506
H: 3.850 -0.174 -4.050
H: 1.772 -0.773 -2.825
H: 2.241 2.832 2.326
H: 3.093 1.916 1.078
H: 3.116 1.379 4.104
H: 3.044 -0.833 5.223
H: 1.840 -2.716 4.098
H: 0.693 -2.266 1.938
H: -1.489 3.125 3.677
H: -3.164 1.518 4.542
H: -3.580 -0.595 3.281
H: -2.278 -1.004 1.190
C: -1.460 1.259 -3.130
S: -1.882 -0.116 -2.027
C: -3.564 0.361 -1.579
H: -2.033 1.161 -4.053
H: -0.400 1.203 -3.367
H: -1.705 2.202 -2.648
H: -3.556 1.310 -1.048
H: -3.990 -0.415 -0.952
H: -4.160 0.455 -2.487
N: 2.561 -3.206 -0.409
C: 1.234 -3.290 -0.587
N: 0.697 -4.497 -0.755
O: 0.517 -2.256 -0.578
H: 3.150 -4.024 -0.384
H: 2.987 -2.311 -0.224
H: 1.258 -5.332 -0.818
H: -0.286 -4.591 -0.959

***

Density functional theory data (ωB97M-V/def2-TZVPD) for a molecular structure, C5H8Cl2Si at a distorted geometry.

As for the total charge: 0. The multiplicity is 1. As for the energy above the lowest of the compared OMol25 structures with the same formula, charge and spin: 5.790 eV. For the maximum force, the calculation gives 4.6 eV Å⁻¹.

Cartesian coordinates (Å):
C: 2.039 -1.457 0.873
C: 1.038 1.356 -1.174
C: 1.984 -0.631 -0.200
C: 0.895 0.307 -0.394
C: -2.504 0.243 -0.290
Si: -1.076 0.058 0.884
Cl: -3.566 1.597 0.170
Cl: -3.545 -1.174 -0.175
H: 2.977 -1.940 1.016
H: 1.394 -1.498 1.762
H: 0.393 2.093 -1.443
H: 1.792 1.213 -1.974
H: 2.614 -0.625 -1.062
H: -2.354 0.284 -1.300
H: -1.129 1.377 1.680
H: -0.951 -1.203 1.626

***

Density functional theory data (ωB97M-V/def2-TZVPD) for a molecular structure, C25H29CuGeN4O2S2Se at a distorted geometry.

As for the total charge: -2. The multiplicity is 1. As for the energy above the lowest of the compared OMol25 structures with the same formula, charge and spin: 0.392 eV. For the maximum force, the calculation gives 3.1 eV Å⁻¹.

Cartesian coordinates (Å):
Cu: -9.192 -2.040 15.922
S: -11.268 -1.230 16.447
C: -11.711 -0.506 14.887
N: -12.828 0.097 14.550
N: -13.768 -0.034 15.508
C: -14.896 0.830 15.461
C: -14.971 1.955 14.573
C: -16.146 2.627 14.446
C: -17.295 2.285 15.192
C: -17.145 1.299 16.167
C: -15.988 0.526 16.250
N: -10.855 -0.494 13.811
N: -9.808 -1.188 13.950
C: -8.908 -1.210 12.852
C: -8.852 -0.364 11.679
C: -7.908 -0.580 10.715
C: -7.008 -1.623 10.850
C: -7.131 -2.538 11.831
C: -8.060 -2.333 12.858
H: -13.534 -0.527 16.397
H: -14.076 2.154 13.993
H: -16.313 3.567 13.886
H: -18.194 2.881 15.111
H: -18.001 1.083 16.795
H: -15.978 -0.389 16.892
H: -9.532 0.470 11.526
H: -7.895 0.062 9.793
H: -6.225 -1.785 10.076
H: -6.456 -3.402 11.911
H: -8.076 -3.079 13.641
O: -9.009 -6.307 16.490
C: -8.578 -5.174 16.236
O: -9.205 -4.269 15.656
C: -7.059 -4.953 16.614
C: -6.358 -6.081 16.887
C: -4.961 -6.036 17.117
C: -4.298 -4.840 16.978
C: -4.966 -3.658 16.866
C: -6.401 -3.696 16.771
S: -7.148 -2.091 16.764
H: -6.929 -6.991 17.022
H: -4.517 -6.986 17.370
H: -3.163 -4.823 17.127
H: -4.496 -2.703 16.804
C: -10.945 -8.806 14.953
Ge: -12.866 -8.868 14.762
C: -13.431 -10.525 13.739
C: -13.843 -8.739 16.501
C: -13.454 -7.446 13.653
Se: -12.252 -5.913 13.671
C: -12.230 -5.532 15.562
H: -10.457 -9.654 15.450
H: -10.579 -7.853 15.371
H: -10.562 -8.831 13.929
H: -12.894 -11.425 14.067
H: -13.163 -10.375 12.682
H: -14.499 -10.643 13.915
H: -14.073 -9.739 16.886
H: -14.767 -8.128 16.546
H: -13.065 -8.318 17.223
H: -14.481 -7.138 13.895
H: -13.530 -7.872 12.665
H: -11.423 -6.114 16.036
H: -13.208 -5.796 15.925
H: -11.961 -4.487 15.575

***

Density functional theory data (ωB97M-V/def2-TZVPD) for a molecular structure, C12H14BF5N6Pb at a distorted geometry.

As for the total charge: +2. The multiplicity is 1. As for the energy above the lowest of the compared OMol25 structures with the same formula, charge and spin: 0.000 eV. For the maximum force, the calculation gives 4.3 eV Å⁻¹.

Cartesian coordinates (Å):
C: -1.722 2.372 0.995
N: -0.771 1.575 0.463
N: -0.194 2.286 -0.576
C: -0.746 3.512 -0.653
C: -1.735 3.598 0.320
B: 0.859 1.661 -1.524
N: 2.081 1.128 -0.717
N: 1.976 0.170 0.282
C: 3.240 -0.141 0.664
C: 4.143 0.641 -0.071
C: 3.376 1.434 -0.914
Pb: 0.026 -0.549 1.671
N: 0.191 0.417 -2.210
N: -0.200 -0.632 -1.395
C: -0.742 -1.564 -2.184
C: -0.704 -1.125 -3.528
C: -0.104 0.139 -3.496
H: -1.135 -2.500 -1.778
H: 0.130 0.843 -4.273
H: -1.061 -1.654 -4.383
H: 1.197 2.434 -2.370
H: 3.640 2.190 -1.645
H: -0.394 4.215 -1.394
H: 5.214 0.638 -0.011
H: -2.377 4.438 0.505
H: 3.449 -0.895 1.413
H: -2.356 2.047 1.813
H: 1.021 -2.827 2.004
C: 1.153 -2.518 3.058
H: 2.228 -2.591 3.275
H: 0.881 -1.475 3.383
H: 0.521 -3.180 3.666
F: -2.278 -2.454 2.996
C: -2.098 -2.167 1.655
F: -1.786 -3.346 1.024
C: -3.418 -1.651 1.108
F: -4.399 -2.558 1.312
F: -3.771 -0.497 1.742
F: -3.337 -1.417 -0.229

***

What did the second record say?
Density functional theory data (ωB97M-V/def2-TZVPD) for a molecular structure, C21H28N6ORuS at a distorted geometry.

As for the total charge: +3. The multiplicity is 2. As for the energy above the lowest of the compared OMol25 structures with the same formula, charge and spin: 3.282 eV. For the maximum force, the calculation gives 3.7 eV Å⁻¹.

Cartesian coordinates (Å):
Ru: 0.278 0.004 -0.265
C: -0.086 2.904 1.313
N: 1.064 2.258 0.665
C: 1.582 3.030 -0.471
C: 2.327 2.142 -1.436
C: 3.506 2.531 -2.055
C: 4.073 1.700 -3.011
C: 3.449 0.496 -3.309
C: 2.291 0.161 -2.628
N: 1.750 0.969 -1.715
C: 2.145 1.990 1.626
C: 1.988 0.705 2.403
C: 2.601 0.549 3.645
C: 2.558 -0.688 4.269
C: 1.883 -1.735 3.653
C: 1.260 -1.488 2.441
N: 1.337 -0.308 1.833
C: -1.029 1.920 1.959
C: -1.691 2.207 3.147
C: -2.623 1.303 3.633
C: -2.858 0.126 2.934
C: -2.141 -0.096 1.770
N: -1.273 0.791 1.291
H: -0.666 3.449 0.561
H: 0.250 3.642 2.051
H: 2.234 3.847 -0.137
H: 0.748 3.483 -1.021
H: 3.965 3.471 -1.791
H: 4.989 1.991 -3.506
H: 3.850 -0.174 -4.050
H: 1.772 -0.773 -2.825
H: 2.241 2.832 2.326
H: 3.093 1.916 1.078
H: 3.116 1.379 4.104
H: 3.044 -0.833 5.223
H: 1.840 -2.716 4.098
H: 0.693 -2.266 1.938
H: -1.489 3.125 3.677
H: -3.164 1.518 4.542
H: -3.580 -0.595 3.281
H: -2.278 -1.004 1.190
C: -1.460 1.259 -3.130
S: -1.882 -0.116 -2.027
C: -3.564 0.361 -1.579
H: -2.033 1.161 -4.053
H: -0.400 1.203 -3.367
H: -1.705 2.202 -2.648
H: -3.556 1.310 -1.048
H: -3.990 -0.415 -0.952
H: -4.160 0.455 -2.487
N: 2.561 -3.206 -0.409
C: 1.234 -3.290 -0.587
N: 0.697 -4.497 -0.755
O: 0.517 -2.256 -0.578
H: 3.150 -4.024 -0.384
H: 2.987 -2.311 -0.224
H: 1.258 -5.332 -0.818
H: -0.286 -4.591 -0.959